Entry 1:
C50H61N3O10SSbSiZr as an isolated structure at a distorted geometry. Source: OMol25; level of theory: ωB97M-V/def2-TZVPD.

The geometry in XYZ format:
```
128
Properties=species:S:1:pos:R:3:mulliken_charge:R:1
Zr -0.8783 -0.5750 0.5851 0.847
N -0.3820 1.5958 -1.0737 -0.048
C -0.4134 2.9532 -0.9614 -0.223
C -1.3738 3.5501 -0.0864 -0.012
C -1.4528 4.8936 -0.0026 -0.465
C -0.6018 5.6994 -0.8290 0.666
C 0.4004 5.1113 -1.6702 -0.384
C 0.4902 3.7690 -1.7288 -0.726
S 0.2272 8.3562 -0.7468 0.878
O 0.4590 8.7255 -2.1052 -0.388
O -0.4108 9.1747 0.2258 -0.368
O -0.8323 6.9722 -0.8269 -0.397
H 0.1741 1.3020 -1.8690 0.011
H -1.3362 1.2327 -1.1617 0.382
H -2.0293 2.9206 0.4997 0.379
H -2.1775 5.3836 0.6386 0.444
H 1.0563 5.7433 -2.2590 0.514
H 1.2211 3.3047 -2.3817 0.458
C 2.2201 -0.0320 6.6317 -0.571
C 0.8477 0.1070 6.4538 -0.735
C 0.3484 0.6224 5.2680 -0.725
C 1.2443 0.9871 4.2651 1.148
C 2.6191 0.8377 4.4237 -0.436
C 3.1031 0.3230 5.6193 -0.869
Sb 0.5689 2.0413 2.6041 1.876
C -0.3756 3.7938 3.2784 1.512
C 0.0528 5.0596 2.8740 -0.482
C -0.5953 6.1929 3.3535 -0.835
C -1.6633 6.0622 4.2341 -0.626
C -2.0948 4.8010 4.6295 -0.854
C -1.4551 3.6640 4.1517 -0.823
C 2.2779 2.7948 1.6263 0.524
C 2.6384 2.4942 0.3141 -0.144
C 3.7270 3.1425 -0.2588 -0.502
C 4.4732 4.0504 0.4822 -1.020
C 4.1409 4.3153 1.8061 -0.844
C 3.0338 3.7000 2.3800 -0.782
H 2.6037 -0.4185 7.5679 0.418
H 0.1649 -0.1736 7.2466 0.452
H -0.7203 0.7238 5.1304 0.231
H 3.3090 1.1194 3.6373 0.500
H 4.1710 0.2134 5.7645 0.464
H 0.8970 5.1686 2.2012 0.451
H -0.2585 7.1802 3.0538 0.470
H -2.1576 6.9466 4.6176 0.438
H -2.9248 4.7029 5.3191 0.462
H -1.8101 2.6871 4.4568 0.261
H 2.0957 1.7404 -0.2451 0.202
H 3.9979 2.9401 -1.2884 0.588
H 5.3246 4.5468 0.0313 0.475
H 4.7386 5.0041 2.3916 0.505
H 2.7687 3.9281 3.4093 0.614
C 5.1161 -0.0344 -2.3942 -1.297
O 3.7380 -0.2759 -2.7201 0.312
C 3.4489 -0.5841 -4.0034 0.737
C 4.3631 -0.5318 -5.0487 -0.940
C 3.9630 -0.8064 -6.3476 -0.833
C 2.6433 -1.1370 -6.6292 -0.998
C 1.7396 -1.2097 -5.5914 -0.878
C 2.1396 -0.9602 -4.2827 0.566
N 1.1096 -1.0360 -3.2824 0.622
C 1.1217 -1.2571 -2.0055 -1.245
C 2.1541 -1.7351 -1.1536 1.437
C 3.1939 -2.5474 -1.6500 -0.714
C 4.0545 -3.1753 -0.7891 -1.208
C 3.9163 -2.9608 0.5880 -0.741
C 2.9275 -2.1368 1.0946 -0.519
C 2.0329 -1.5150 0.2412 -0.680
O 1.0884 -0.6810 0.7269 0.298
H 5.1426 0.1419 -1.3257 0.245
H 5.4993 0.8365 -2.9273 0.415
H 5.7266 -0.9054 -2.6319 0.526
H 5.3943 -0.2720 -4.8518 0.532
H 4.6901 -0.7523 -7.1479 0.454
H 2.3272 -1.3405 -7.6443 0.448
H 0.7058 -1.4899 -5.7868 0.449
H 0.1791 -0.9689 -3.6796 0.659
H 0.1282 -1.1768 -1.5741 0.811
H 3.2661 -2.7272 -2.7188 0.673
H 4.8265 -3.8337 -1.1673 0.553
H 4.5984 -3.4492 1.2736 0.487
H 2.8427 -1.9507 2.1591 0.617
O -1.3232 -0.0504 2.4112 -0.412
N -1.0353 1.1687 1.6891 -0.456
C -0.5146 -3.2609 2.2297 -1.630
C -2.0108 -3.2143 1.9157 1.693
C -2.8003 -2.7393 3.1181 -1.537
C -2.5291 -4.5474 1.4256 -1.165
O -2.1617 -2.1787 0.8402 1.929
Si -2.5803 -2.2388 -0.8481 -1.637
O -2.0428 -0.7008 -1.0647 -0.470
O -1.4348 -3.2191 -1.4438 0.406
C -1.3902 -4.2988 -2.4460 1.340
C -1.2163 -3.6657 -3.8188 -1.552
C -0.1825 -5.1315 -2.0764 -1.321
C -2.6619 -5.1322 -2.4101 -1.518
O -4.0673 -2.7022 -1.0827 -0.345
C -5.3944 -2.0500 -1.0929 1.674
C -5.3880 -0.8807 -0.1230 -1.328
C -6.3767 -3.1150 -0.6620 -1.677
C -5.6537 -1.5919 -2.5147 -1.564
H -0.3029 -4.0488 2.9513 0.715
H -0.1819 -2.3226 2.6697 0.204
H 0.0478 -3.4843 1.3196 0.051
H -2.6247 -3.4186 3.9544 0.463
H -3.8706 -2.7422 2.8953 0.366
H -2.5089 -1.7367 3.4120 0.072
H -2.5749 -5.2403 2.2661 0.599
H -1.8801 -4.9736 0.6562 -0.001
H -3.5400 -4.4423 1.0193 0.194
H -0.1929 -3.3022 -3.9550 0.313
H -1.9269 -2.8410 -3.9503 0.258
H -1.4131 -4.4001 -4.6006 0.485
H 0.7217 -4.5152 -2.0680 0.127
H -0.0468 -5.9396 -2.7985 0.443
H -0.3100 -5.5774 -1.0868 0.290
H -3.5242 -4.5614 -2.7597 0.267
H -2.8727 -5.4880 -1.3989 0.293
H -2.5381 -6.0002 -3.0591 0.589
H -5.1548 -1.2206 0.8908 0.208
H -6.3705 -0.4062 -0.1063 0.557
H -4.6517 -0.1288 -0.4243 0.153
H -6.2096 -3.4034 0.3793 0.345
H -6.2799 -4.0010 -1.2925 0.290
H -7.3967 -2.7363 -0.7541 0.518
H -4.9031 -0.8558 -2.8245 0.243
H -6.6400 -1.1307 -2.5882 0.505
H -5.6187 -2.4405 -3.2010 0.326
```

Results
E_LUMO = -11.285 eV
E_HOMO = -0.56947 Ha
Energy relative to the best compared isomer or geometry (same formula, charge and spin) = 278.6 kJ/mol
Total charge = +3
HOMO-LUMO gap = 4.21 eV
Electronic energy = -3832.76924 Ha
M = 1137.19 g/mol
Spin multiplicity = 1

Entry 2:
A 3-piece molecular cluster, C5H9O2S overall at a distorted geometry. Source: OMol25; level of theory: ωB97M-V/def2-TZVPD.

The geometry in XYZ format:
```
17
Properties=species:S:1:pos:R:3:mulliken_charge:R:1
O -4.1387 0.2594 0.7868 -0.382
C -3.5541 -0.7297 0.5445 0.615
O -3.5593 -1.7814 0.0149 -0.384
C -1.1337 -0.2539 0.6742 -0.196
C -0.5384 -0.9742 -0.5018 -0.269
C -0.8051 0.4968 -0.6057 -0.314
S 2.6444 -0.3093 0.1892 -0.057
C 3.8278 1.0318 0.0667 -0.748
H -0.4740 -0.1545 1.5270 0.293
H -2.1707 -0.5247 1.0105 0.017
H 0.5031 -1.2690 -0.5897 0.024
H -1.1744 -1.5902 -1.1262 0.211
H 0.1135 1.0262 -0.8062 0.131
H -1.6831 0.8779 -1.1148 0.226
H 4.8206 0.6138 -0.1035 0.301
H 3.8215 1.7429 0.8862 0.289
H 3.5006 1.5382 -0.8519 0.244
```

Results
E_LUMO (alpha / beta) = 0.268 / -2.143 eV
E_HOMO (alpha / beta) = -0.35394 / -0.33909 Ha
Energy relative to the best compared isomer or geometry (same formula, charge and spin) = 152.0 kJ/mol
Total charge = 0
HOMO-LUMO gap (alpha / beta) = 9.90 / 7.08 eV
Electronic energy = -744.45658 Ha
M = 133.19 g/mol
Spin multiplicity = 2